[1]
C22H25N5 | ωB97M-V/def2-TZVPD

- HOMO-LUMO gap (eV) = 8.5

Each line ends with the Mulliken charge.
Atoms and positions in Å:
H: 22.96 -4.59 33.30  0.371
H: 25.70 -10.74 28.96  0.556
H: 25.47 -4.31 33.16  0.195
H: 23.50 -8.64 25.00  0.360
C: 22.96 -3.28 31.51  0.004
H: 21.90 -11.72 27.45  0.346
H: 22.63 -11.84 31.73  0.391
C: 21.99 -8.03 29.55  -0.801
H: 30.07 -9.28 26.92  0.217
C: 28.29 -8.13 26.90  -1.031
H: 25.14 -8.33 28.85  0.533
C: 21.25 -8.74 25.28  -0.226
C: 24.23 -7.93 29.25  -0.817
H: 21.97 -6.37 31.02  0.427
H: 23.88 -14.45 28.67  0.369
C: 24.95 -11.38 29.41  -0.316
H: 23.83 -10.51 26.52  0.383
N: 24.88 -12.59 28.69  -0.558
H: 28.53 -7.34 27.59  0.372
H: 22.83 -9.03 28.02  0.087
H: 21.92 -3.18 31.25  0.428
C: 22.64 -9.13 25.41  -0.139
N: 20.16 -9.31 25.78  -0.615
H: 28.94 -10.92 25.37  0.383
C: 24.03 -2.67 30.88  -0.420
H: 26.11 -7.99 26.36  0.460
H: 24.27 -10.03 30.94  0.484
C: 24.13 -10.98 30.44  -0.294
C: 23.05 -13.23 30.09  -0.314
C: 22.50 -6.99 30.31  -0.319
C: 23.91 -13.48 29.13  -0.337
N: 29.15 -9.14 26.53  0.045
H: 21.12 -7.81 24.73  0.348
C: 23.21 -12.03 30.84  -0.395
H: 20.98 -8.25 29.25  0.391
H: 19.57 -11.01 26.69  0.403
C: 27.08 -8.46 26.30  0.157
C: 28.53 -10.01 25.78  -0.514
C: 23.86 -6.97 30.26  -0.379
C: 23.49 -4.01 32.56  -0.787
C: 20.45 -10.43 26.45  -0.408
H: 26.52 -10.11 24.89  0.402
H: 23.79 -1.94 30.12  0.390
C: 21.78 -10.86 26.82  -0.033
H: 26.22 -2.96 31.22  0.347
H: 24.40 -6.31 30.92  0.356
C: 22.83 -10.17 26.27  -0.385
N: 23.04 -8.46 28.83  0.501
H: 22.32 -13.98 30.38  0.406
N: 24.84 -3.89 32.50  0.068
C: 25.19 -3.03 31.53  -0.605
C: 27.21 -9.56 25.50  -0.488

=====

[2]
C2H2CuFO2 | ωB97M-V/def2-TZVPD

- multiplicity = 3
- HOMO-LUMO gap (alpha / beta) (eV) = 8.1 / 6.9
- expectation value of S² = 2.0039

Each line ends with the Mulliken spin population.
Atoms and positions in Å:
O: -1.25 -0.64 0.94  0.267
C: 0.80 0.03 0.05  -0.049
H: -0.87 -0.24 -1.08  0.005
C: 0.24 0.06 -1.15  0.059
O: 0.12 -0.33 1.24  0.041
Cu: -1.98 0.85 1.72  1.675
F: 2.10 -0.03 0.31  0.000
H: 0.83 0.30 -2.03  0.002

=====

[3]
C35H26BaIN2O4P | ωB97M-V/def2-TZVPD

- HOMO-LUMO gap (eV) = 7.3

Each line ends with the Mulliken charge.
Atoms and positions in Å:
O: -1.51 2.93 0.03  -0.894
N: -2.10 0.19 0.59  -0.093
C: 2.28 -1.24 -0.49  -0.167
H: -4.35 -3.23 2.65  0.391
H: 0.11 -4.03 -2.02  0.372
H: 4.10 -2.23 5.77  0.384
C: 2.63 -1.21 -5.70  -0.565
C: 0.31 -2.62 -0.42  -0.194
C: 1.93 -2.90 -2.19  -0.358
H: 1.34 0.56 4.08  0.387
H: 2.24 -3.39 -3.11  0.380
H: 2.37 -2.99 1.93  0.370
P: 0.59 -0.61 1.60  0.643
C: 2.70 -1.89 -1.64  -0.641
C: 1.74 -1.18 2.89  -0.138
O: -3.66 7.55 3.67  -0.624
C: 0.09 -2.23 -5.10  1.167
H: 3.63 -1.59 -2.12  0.474
C: 2.72 -0.75 5.06  -0.618
C: 0.52 -1.03 -4.45  0.414
H: 2.82 -0.12 5.93  0.393
C: -3.36 -1.61 1.67  -0.777
H: -1.59 8.34 2.78  0.494
C: -1.96 -2.14 -3.84  -0.917
O: -4.25 5.57 3.07  -0.611
H: -1.81 1.03 1.07  0.285
C: -1.18 -2.76 -4.77  -0.865
C: 2.18 -2.40 -6.32  -0.518
C: 1.09 -1.60 0.14  -0.138
H: 2.82 -2.90 -7.02  0.397
H: -2.16 -0.54 -2.45  0.113
H: 0.47 8.14 1.40  0.397
C: -1.49 -0.96 -3.20  -0.037
C: 3.32 -2.74 3.84  -0.695
H: -1.52 -3.66 -5.27  0.349
C: 1.81 -0.57 -4.81  -0.064
C: -0.24 7.33 1.43  -0.522
C: -1.06 -2.51 2.91  -0.199
I: 2.55 1.19 -3.92  0.052
C: -0.65 3.85 -0.02  0.975
C: -1.38 7.45 2.21  -0.465
C: -0.28 -0.37 -3.47  -0.726
C: -2.06 5.23 1.52  -0.300
H: -2.78 4.42 1.55  0.539
O: 0.42 3.77 -0.68  -0.961
C: 3.44 -1.94 4.97  -0.453
C: -2.26 -3.17 3.13  -0.938
H: 3.88 -3.66 3.77  0.402
H: -2.30 -4.03 3.79  0.418
H: -2.94 -2.55 -3.60  0.399
N: -3.49 6.51 3.05  1.040
H: -3.01 0.39 0.20  0.148
H: -0.62 -2.90 0.04  0.336
H: -0.16 -2.87 3.39  0.364
C: 1.89 -0.37 4.02  -0.435
H: 0.58 -3.80 -6.50  0.364
C: 0.00 6.17 0.71  -0.457
C: 0.73 -3.26 -1.58  -0.720
C: 0.94 -2.89 -6.02  -0.925
C: -0.91 5.12 0.75  0.129
H: 3.61 -0.82 -5.93  0.390
H: 2.90 -0.45 -0.07  0.416
C: -0.99 -1.41 2.06  0.345
H: 0.89 6.05 0.11  0.415
C: 2.47 -2.36 2.81  -0.125
Ba: 0.08 1.21 -1.27  1.788
C: -2.27 6.39 2.23  -0.019
C: -2.16 -0.94 1.46  0.466
C: -3.41 -2.72 2.50  -0.610
H: -4.26 -1.25 1.19  0.368

=====

[4]
C3H2BrNO2 | ωB97M-V/def2-TZVPD

- HOMO-LUMO gap (eV) = 8.7

Each line ends with the Mulliken charge.
Atoms and positions in Å:
C: -0.57 1.68 -1.19  0.809
O: -0.31 2.73 -1.64  -0.343
C: 1.34 -0.79 0.77  0.615
Br: -2.07 0.32 0.76  -0.112
H: -0.43 -0.54 -1.16  0.421
N: 0.69 -1.55 1.44  -0.395
O: 2.02 0.05 0.32  -0.437
C: -0.77 0.45 -0.76  -0.826
H: 0.11 -2.35 1.45  0.267

=====

[5]
C6H12ClNO2S | ωB97M-V/def2-TZVPD

- HOMO-LUMO gap (alpha / beta) (eV) = 8.9 / 6.6

Each line ends with the Mulliken charge.
Atoms and positions in Å:
C: 0.10 1.41 0.36  0.474
H: -2.77 -0.35 -2.22  0.399
S: 1.83 -0.05 -1.01  0.469
Cl: -3.37 1.59 0.04  -0.228
H: 0.50 1.33 2.52  0.391
H: -1.58 0.97 -2.14  0.359
C: -2.21 0.18 -0.28  -0.129
H: -0.90 -0.13 1.45  0.504
C: 1.06 1.35 1.57  -1.093
N: 0.88 -1.29 -0.54  -0.120
H: -0.36 2.45 0.29  0.389
H: 1.73 2.16 1.68  0.343
H: 1.55 -3.22 -0.62  0.310
O: 3.14 -0.02 -0.29  -0.530
O: 0.73 1.23 -0.87  -0.361
H: 1.64 0.47 1.34  0.219
H: 2.36 -2.12 0.68  0.368
H: 0.78 -2.80 0.79  0.316
H: -2.66 -0.65 0.14  0.555
C: -1.03 0.43 0.56  -0.782
C: -1.86 0.04 -1.75  -1.237
H: -1.04 -0.60 -1.76  0.290
C: 1.49 -2.37 0.09  -0.904

=====

[6]
C19H21N5O4 | ωB97M-V/def2-TZVPD

- HOMO-LUMO gap (eV) = 9.2

Each line ends with the Mulliken charge.
Atoms and positions in Å:
C: 3.86 -0.51 -1.49  0.501
H: -3.16 2.14 3.84  0.379
C: 4.22 -2.65 -2.54  -0.568
N: -2.30 1.47 1.13  0.130
O: -4.62 0.99 4.73  -0.315
H: -3.99 2.03 0.03  0.379
C: -1.38 2.10 0.38  -0.012
C: -2.12 0.34 2.01  -0.839
C: 3.25 -2.35 -3.48  1.164
N: 0.45 0.55 1.07  -0.343
C: 2.58 -1.13 -3.43  -0.754
H: 4.75 -3.59 -2.56  0.227
C: 3.36 -4.51 -4.74  0.098
H: 3.71 2.18 -1.23  0.363
H: -3.92 1.36 6.65  0.295
H: 2.35 0.72 -2.42  0.419
H: -2.58 0.71 4.73  0.423
C: -3.69 1.91 1.07  -0.762
C: 2.17 1.46 0.04  0.225
C: -4.46 0.82 1.80  -0.908
C: -3.38 1.09 4.08  -0.969
H: 5.28 -1.94 -0.81  0.420
C: 2.89 -0.21 -2.44  -0.125
C: 3.62 1.57 -0.33  -0.599
H: 1.03 3.11 -0.87  0.485
H: -4.50 2.79 5.76  0.312
N: 2.78 -5.00 -5.80  -0.647
C: 1.09 2.24 -0.26  -0.479
O: -1.67 3.05 -0.33  -0.715
H: 4.08 -5.03 -4.14  0.360
H: -3.67 -0.77 3.07  0.555
H: -5.34 1.20 2.32  0.378
N: 2.02 -2.94 -5.45  -1.002
H: -5.66 1.57 6.34  0.245
C: 0.02 1.61 0.43  0.837
H: -4.77 0.04 1.11  0.333
C: 4.52 -1.73 -1.55  -1.019
N: 2.91 -3.25 -4.50  0.603
C: 1.97 -4.01 -6.20  -0.190
H: 4.17 2.05 0.49  0.307
C: -3.43 0.26 2.79  0.323
H: 1.83 -0.92 -4.17  0.444
C: -4.67 1.72 5.93  -0.739
H: 1.34 -4.08 -7.07  0.410
O: 4.25 0.32 -0.48  -0.476
H: -1.94 -0.57 1.43  0.347
O: 1.78 0.45 0.84  -0.250
H: -1.25 0.49 2.66  0.431
H: -3.79 2.88 1.55  0.314

=====

Let's list relative energy (zero: lowest compared OMol25 entry of this formula, charge and spin) in order: 105.3 84.5 4.6 21.7 86.4 113.6 kcal per mole.
Let's list energy in order: -1126.9791 -1967.9742 -2424.3737 -2894.7135 -1299.2591 -1311.3024 hartree.